Entry 1:
C2H13NP5 | ωB97M-V/def2-TZVPD

Each line ends with the Löwdin charge.
Positions of all 21 atoms, in Å:
C  0.063  0.239  1.422  -0.23
C  0.483  1.477  -0.604  -0.17
N  0.139  0.134  -0.063  -0.83
P  3.433  -0.262  0.109  0.59
P  -1.359  -2.559  0.484  0.51
P  -3.056  0.539  0.161  0.58
P  1.409  -1.153  -0.289  0.60
P  -1.425  -0.718  -0.745  0.45
H  0.201  -0.826  1.849  0.06
H  0.931  0.812  1.794  0.09
H  -0.778  0.630  1.825  0.02
H  1.241  2.014  0.120  0.10
H  0.943  1.380  -1.582  0.07
H  -0.465  2.211  -0.671  0.11
H  3.857  -0.292  -1.221  -0.14
H  2.993  1.042  -0.100  -0.18
H  -1.584  -3.505  -0.550  -0.12
H  -2.713  -2.455  0.765  -0.17
H  -2.200  1.705  0.158  -0.14
H  -3.512  0.777  -1.107  -0.17
H  1.401  -1.186  -1.756  -0.05

- E_HOMO: -12.59 eV
- Largest force on an atom: 4.8 eV/A
- HOMO-LUMO gap: 8.94 eV
- Molar mass: 206.003 g/mol
- SMILES: C[N+](C)([PH]#[PH2])P(P)#[PH2]
- Total charge: +1
- Relative energy (zero: lowest compared OMol25 entry of this formula, charge and spin): 116.72 kJ/mol



Entry 2:
C25H28Cl5IN2OSi2Ti | ωB97M-V/def2-TZVPD

Each line ends with the Löwdin charge.
Positions of all 65 atoms, in Å:
Ti  0.517  0.220  0.640  0.44
Cl  -1.835  -1.402  2.985  0.72
C  -0.926  -2.488  1.965  -0.65
C  0.031  -1.984  1.079  -0.21
C  0.745  -2.989  0.416  -0.66
Cl  2.011  -2.537  -0.684  0.75
C  0.504  -4.355  0.551  -0.71
Cl  1.415  -5.528  -0.346  0.63
C  -0.486  -4.791  1.420  -0.72
Cl  -0.817  -6.481  1.604  0.62
C  -1.199  -3.845  2.146  -0.71
Cl  -2.414  -4.392  3.258  0.62
I  0.473  3.133  1.446  0.25
C  2.187  0.590  3.561  -0.40
C  2.888  0.954  4.724  -0.01
C  2.192  1.000  5.905  -0.10
C  0.831  0.685  5.911  -0.10
C  0.249  0.329  4.711  -0.17
N  0.908  0.269  3.551  0.11
H  3.938  1.204  4.650  0.11
H  2.697  1.286  6.821  0.09
H  0.241  0.723  6.817  0.08
H  -0.805  0.082  4.657  0.05
C  -1.441  0.878  0.743  -0.15
C  -2.694  1.466  0.621  -0.39
C  -2.883  2.812  0.166  -0.11
C  -4.142  3.346  0.004  -0.14
C  -5.296  2.590  0.231  -0.16
C  -5.142  1.269  0.643  -0.14
C  -3.891  0.719  0.851  -0.10
H  -2.006  3.414  -0.020  0.02
H  -4.232  4.376  -0.326  0.09
H  -6.281  3.017  0.082  0.07
H  -6.019  0.654  0.817  0.08
H  -3.806  -0.310  1.170  0.07
O  2.889  0.583  2.421  -0.13
N  2.142  0.234  1.307  -0.20
C  -1.056  0.336  -4.120  -0.19
Si  -0.355  -0.610  -2.627  0.38
C  0.579  -2.074  -3.384  -0.22
C  -1.891  -1.342  -1.820  -0.17
C  0.677  0.475  -1.551  -0.48
Si  2.319  1.039  -2.187  0.36
C  2.291  1.415  -4.057  -0.21
C  3.762  -0.165  -2.013  -0.22
C  2.901  2.637  -1.392  -0.23
H  -1.820  -0.273  -4.615  0.02
H  -0.288  0.583  -4.856  0.00
H  -1.528  1.269  -3.798  0.03
H  0.034  -2.414  -4.271  0.02
H  0.654  -2.915  -2.690  -0.03
H  1.595  -1.812  -3.691  0.01
H  -2.401  -1.990  -2.542  0.03
H  -2.584  -0.555  -1.514  0.02
H  -1.657  -1.933  -0.932  0.01
H  0.069  1.399  -1.500  0.00
H  2.154  0.506  -4.651  0.01
H  3.243  1.870  -4.355  0.01
H  1.486  2.108  -4.318  0.02
H  3.577  -1.130  -2.490  -0.01
H  3.986  -0.329  -0.957  0.01
H  4.640  0.284  -2.491  0.02
H  2.165  3.437  -1.498  0.01
H  3.841  2.960  -1.855  0.02
H  3.058  2.493  -0.321  -0.02

- E_HOMO (spin up / spin down): -0.78 / -0.65 eV
- Largest force on an atom: 0.7 eV/A
- HOMO-LUMO gap (spin up / spin down): 4.84 / 4.71 eV
- Molar mass: 780.720 g/mol
- Total charge: -2
- Relative energy (zero: lowest compared OMol25 entry of this formula, charge and spin): 198.21 kJ/mol



Entry 3:
C4H6N2S2 | ωB97M-V/def2-TZVPD

Each line ends with the Löwdin charge.
Positions of all 14 atoms, in Å:
C  -1.553  -0.594  0.551  -0.64
C  -0.273  -0.074  0.016  -0.44
C  -0.160  1.506  -0.337  -0.47
C  2.935  -0.264  0.067  0.00
H  -3.334  -0.241  -0.848  -0.20
H  -2.044  0.028  1.336  0.06
H  -1.128  -1.526  1.028  0.08
H  0.935  1.965  -0.706  0.12
H  2.692  -0.220  1.089  0.05
H  3.827  -0.059  -0.597  0.08
N  0.734  -0.873  -0.151  0.02
N  1.916  -0.461  -0.823  -0.05
S  -2.848  -1.379  -0.441  0.72
S  -1.700  2.192  -0.186  0.67

- E_HOMO: -8.94 eV
- Largest force on an atom: 7.4 eV/A
- HOMO-LUMO gap: 7.52 eV
- Molar mass: 146.240 g/mol
- SMILES: C=N/N=C(\C=S)CS
- Total charge: 0
- Relative energy (zero: lowest compared OMol25 entry of this formula, charge and spin): 457.43 kJ/mol



Entry 4:
C5H13NOP | ωB97M-V/def2-TZVPD

Each line ends with the Löwdin charge.
Positions of all 21 atoms, in Å:
C  -2.231  0.951  -0.122  -0.27
P  -0.942  -0.004  -1.118  0.94
C  -1.890  -1.498  -1.713  -0.27
C  0.405  -0.539  0.078  -0.45
C  0.634  0.732  0.963  -0.14
N  2.007  0.394  1.441  0.10
C  2.674  0.168  0.114  -0.10
O  1.725  -0.676  -0.514  -0.12
H  -2.984  1.247  -0.848  0.04
H  -1.815  1.839  0.348  0.03
H  -2.659  0.259  0.607  0.05
H  -1.815  -2.360  -1.050  0.04
H  -1.589  -1.707  -2.735  0.03
H  -2.942  -1.201  -1.735  0.04
H  0.221  -1.452  0.658  0.13
H  -0.045  0.924  1.788  0.14
H  0.630  1.543  0.234  0.12
H  1.904  -0.550  1.810  0.19
H  2.395  1.104  2.054  0.20
H  3.670  -0.246  0.231  0.15
H  2.646  1.075  -0.489  0.15

- E_HOMO: -11.88 eV
- Largest force on an atom: 1.7 eV/A
- HOMO-LUMO gap: 8.43 eV
- Molar mass: 134.139 g/mol
- SMILES: CP(C)[C@@H]1C[NH2+]CO1
- Total charge: +1
- Relative energy (zero: lowest compared OMol25 entry of this formula, charge and spin): 99.04 kJ/mol



Entry 5:
C44H46ClF13N6OPSSeSn | ωB97M-V/def2-TZVPD

Each line ends with the Löwdin charge.
Positions of all 115 atoms, in Å:
Sn  0.734  -0.755  -0.347  1.12
F  0.767  0.358  2.517  0.08
C  0.452  -0.826  1.986  -0.67
F  1.227  -1.763  2.521  0.10
F  -0.821  -1.085  2.311  0.06
F  2.671  -0.740  -0.244  -0.42
Se  0.990  -0.885  -5.122  0.81
C  0.895  -0.437  -3.455  -0.91
N  0.757  -0.013  -2.346  -0.05
C  -0.763  5.733  4.581  -0.03
C  -1.214  5.047  3.284  -0.50
C  -2.625  5.557  2.941  -0.03
C  -1.319  3.539  3.558  -0.03
C  -0.232  5.407  2.116  -0.42
O  -0.434  6.779  1.753  -0.02
C  1.276  5.267  2.421  -0.11
C  1.799  3.958  3.036  -0.13
C  3.262  3.705  2.732  -0.22
C  4.187  4.744  2.688  -0.03
C  5.531  4.497  2.449  -0.09
C  5.963  3.194  2.261  -0.68
Cl  7.647  2.875  2.008  0.68
C  5.060  2.146  2.286  -0.10
C  3.717  2.410  2.517  -0.04
C  -0.580  4.701  0.773  -0.02
N  0.214  3.535  0.411  -0.07
C  -0.115  2.250  0.486  -0.15
N  0.865  1.520  -0.020  -0.02
C  1.800  2.433  -0.415  -0.14
N  1.429  3.661  -0.175  0.17
H  -1.445  5.453  5.386  0.10
H  -0.781  6.823  4.502  0.09
H  0.238  5.419  4.876  0.08
H  -3.257  5.501  3.828  0.09
H  -3.098  4.952  2.161  0.07
H  -2.602  6.589  2.598  0.09
H  -2.220  3.349  4.145  0.10
H  -0.473  3.162  4.130  0.08
H  -1.398  2.959  2.638  0.05
H  -0.248  7.336  2.516  0.10
H  1.540  6.105  3.069  0.12
H  1.781  5.428  1.469  0.11
H  1.227  3.096  2.691  0.08
H  1.687  3.990  4.123  0.12
H  3.865  5.766  2.845  0.11
H  6.246  5.308  2.414  0.11
H  5.403  1.132  2.130  0.11
H  3.016  1.581  2.531  0.10
H  -0.413  5.454  0.008  0.15
H  -1.629  4.413  0.759  0.11
H  -1.027  1.851  0.896  0.10
H  2.731  2.162  -0.886  0.14
F  0.689  -9.880  1.729  0.15
C  1.798  -9.152  1.514  -0.59
F  2.539  -9.824  0.617  0.16
F  2.488  -9.116  2.660  0.15
C  1.456  -7.777  1.004  -0.10
C  0.612  -7.678  -0.098  0.02
C  0.300  -6.434  -0.610  -0.05
C  0.837  -5.291  -0.020  -0.34
C  1.671  -5.395  1.085  -0.05
C  1.983  -6.647  1.601  0.01
P  0.464  -3.660  -0.740  1.09
C  1.360  -3.766  -2.326  -0.36
C  0.874  -4.344  -3.497  -0.08
C  1.643  -4.328  -4.646  -0.02
C  2.901  -3.742  -4.629  -0.15
C  3.419  -3.211  -3.460  0.01
C  2.646  -3.223  -2.307  -0.09
C  3.685  -3.670  -5.914  -0.59
F  3.744  -4.867  -6.521  0.15
F  3.108  -2.822  -6.786  0.11
F  4.939  -3.244  -5.722  0.15
C  -1.318  -3.758  -1.071  -0.40
C  -1.904  -3.329  -2.259  -0.11
C  -3.282  -3.295  -2.376  -0.02
C  -4.076  -3.620  -1.288  -0.12
C  -3.508  -4.037  -0.094  0.01
C  -2.128  -4.110  0.010  -0.07
C  -5.561  -3.427  -1.410  -0.58
F  -5.851  -2.119  -1.591  0.13
F  -6.227  -3.829  -0.322  0.15
F  -6.065  -4.080  -2.468  0.16
H  0.203  -8.574  -0.546  0.13
H  -0.365  -6.355  -1.461  0.12
H  2.077  -4.504  1.551  0.11
H  2.627  -6.744  2.463  0.13
H  -0.099  -4.816  -3.523  0.11
H  1.271  -4.776  -5.559  0.14
H  4.413  -2.787  -3.449  0.13
H  3.048  -2.796  -1.394  0.09
H  -1.292  -3.003  -3.092  0.10
H  -3.746  -3.002  -3.310  0.13
H  -4.136  -4.296  0.747  0.13
H  -1.679  -4.420  0.947  0.12
C  -3.601  1.757  0.929  -0.07
N  -3.276  1.976  -0.480  -0.17
C  -3.926  3.146  -1.072  -0.02
C  -2.679  1.037  -1.229  -0.69
S  -2.289  -0.495  -0.555  0.75
N  -2.444  1.303  -2.533  -0.19
C  -1.733  2.502  -2.978  -0.03
C  -2.456  0.209  -3.504  -0.06
H  -3.629  2.720  1.438  0.08
H  -2.871  1.109  1.403  0.04
H  -4.576  1.277  1.027  0.11
H  -4.893  3.283  -0.590  0.10
H  -4.091  2.999  -2.135  0.10
H  -3.335  4.050  -0.917  0.09
H  -1.619  3.217  -2.167  0.08
H  -2.262  2.972  -3.808  0.10
H  -0.736  2.217  -3.323  0.09
H  -3.214  -0.514  -3.215  0.07
H  -1.496  -0.288  -3.594  0.02
H  -2.720  0.628  -4.475  0.11

- E_HOMO: -10.69 eV
- Largest force on an atom: 1.6 eV/A
- HOMO-LUMO gap: 6.05 eV
- Molar mass: 1218.032 g/mol
- Total charge: +1
- Relative energy (zero: lowest compared OMol25 entry of this formula, charge and spin): 0.00 kJ/mol



Entry 6:
C4H3NOS2 | ωB97M-V/def2-TZVPD

Each line ends with the Löwdin charge.
Positions of all 11 atoms, in Å:
C  0.178  0.260  -0.489  -0.77
C  1.408  0.104  0.594  -0.34
C  -0.715  -0.618  0.439  -0.79
C  0.413  -0.352  -1.759  -0.22
H  -1.318  1.621  0.906  0.05
H  2.230  -0.473  0.217  0.07
H  1.554  1.075  0.951  0.02
N  0.739  -0.961  -2.686  0.19
O  -1.852  -0.962  0.230  0.05
S  -0.454  1.982  -0.381  0.77
S  0.421  -0.992  1.767  0.96

- E_HOMO: -10.27 eV
- Largest force on an atom: 3.6 eV/A
- HOMO-LUMO gap: 9.98 eV
- Molar mass: 145.208 g/mol
- SMILES: N#C[C@]1(S)CSC1=O
- Total charge: 0
- Relative energy (zero: lowest compared OMol25 entry of this formula, charge and spin): 172.35 kJ/mol



Entry 7:
C5H9IrO3 | ωB97M-V/def2-TZVPD

Each line ends with the Löwdin charge.
Positions of all 18 atoms, in Å:
H  1.831  -0.002  0.617  0.27
O  2.613  -2.638  0.548  -0.27
O  3.412  -1.112  -0.780  -0.13
C  2.847  -1.241  0.388  -0.64
O  3.415  -0.693  1.439  0.05
C  1.906  -3.132  1.694  -0.18
C  1.852  -4.638  1.637  -0.04
H  2.428  -2.781  2.594  0.15
H  0.899  -2.694  1.674  0.15
H  2.852  -5.075  1.759  0.10
H  1.221  -5.002  2.458  0.12
H  1.416  -4.981  0.688  0.09
Ir  3.428  -2.967  -1.150  1.57
C  2.410  0.970  1.640  0.11
C  2.084  1.501  2.818  0.22
H  2.768  1.627  0.840  0.16
H  1.668  2.509  2.862  0.14
H  2.521  1.131  3.747  0.14

- E_HOMO (spin up / spin down): -17.85 / -19.36 eV
- Largest force on an atom: 6.7 eV/A
- HOMO-LUMO gap (spin up / spin down): 7.40 / 7.84 eV
- ⟨S²⟩: 6.0267
- Multiplicity: 5
- Molar mass: 309.341 g/mol
- Total charge: +2
- Relative energy (zero: lowest compared OMol25 entry of this formula, charge and spin): 489.95 kJ/mol